{"formula": "C5H9NO", "method": "wB97M-V/def2-TZVPD", "gap_ev": 11.134, "lumo_energy_ev": 0.8, "largest_force_ev_per_a": 3.132, "e_above_lowest_kcal_mol": 101.07, "homo_energy_ha": -0.3814, "e_tot_ev": -8864.8300, "species": ["O", "N", "C", "C", "C", "C", "C", "H", "H", "H", "H", "H", "H", "H", "H", "H"], "positions_angstrom": [[0.6760, -0.1934, 1.0994], [-1.5637, 1.5833, -2.5909], [-0.0974, 0.5974, 0.3222], [-0.7550, 1.0308, -1.9771], [0.2505, 0.3359, -1.1666], [0.2953, -0.1309, 2.4040], [0.2996, -1.1626, -1.4953], [1.1079, -1.6406, -0.9362], [-0.6461, -1.6276, -1.2083], [-1.3661, 0.2540, 1.0406], [0.8795, -0.9016, 2.9446], [0.4057, 0.8643, 2.8554], [-0.0668, 1.6622, 0.5909], [-1.1162, -0.1195, 2.1288], [1.2289, 0.7760, -1.4478], [0.4679, -1.3278, -2.5638]], "forces_ev_per_angstrom": [[0.527, 0.061, -0.131], [0.735, -0.490, 0.512], [-1.465, -0.170, 0.502], [-0.778, 0.476, -0.598], [-0.390, -0.025, 0.196], [-1.671, 0.002, 0.083], [-0.080, -0.073, 0.010], [-0.155, 0.119, -0.066], [0.092, -0.031, -0.065], [1.881, 0.694, -2.406], [-0.983, 0.305, -0.012], [0.015, -0.172, -0.061], [0.054, -0.141, -0.121], [2.670, -0.630, 1.480], [-0.402, -0.017, 0.502], [-0.051, 0.091, 0.176]]}